Entry 1:
310
Properties=species:S:1:pos:R:3:forces:R:3 method="wB97M-V/def2-TZVPD" orbital_gap_ev=8.60 e_lumo_ev=0.33 de_lowest_kcal_mol=5.3 smiles=CC1(C)CCCC(C)(C)N1O.CC1(C)CCCC(C)(C)N1O.CC1(C)CCCC(C)(C)N1O.CC1(C)CCCC(C)(C)N1O.CC1(C)CCCC(C)(C)N1O.CC1(C)CCCC(C)(C)N1O.CC1(C)CCCC(C)(C)N1O.CC1(C)CCCC(C)(C)N1O.CC1(C)CCCC(C)(C)N1O.CCCC#N.CCCC#N.COCCOC
C 2.5489 -0.3817 -3.8907 -0.6 -0.4 1.2
O 1.9885 0.8471 -3.3845 0.3 -1.1 -0.4
C 2.8059 1.9826 -3.5893 -2.4 0.8 0.9
C 1.9290 3.0800 -4.1276 0.1 1.0 0.4
O 1.7637 2.8768 -5.5012 -0.3 -0.1 -0.3
C 1.1516 3.9708 -6.1504 1.3 0.9 1.1
H 3.0692 -0.2078 -4.8298 0.2 0.0 0.0
H 1.6664 -1.0149 -4.0783 0.6 0.1 0.0
H 3.1994 -0.8982 -3.1144 -0.6 0.7 -1.1
H 3.5667 1.7664 -4.2331 2.1 -0.5 -1.9
H 3.2148 2.2994 -2.6665 0.6 0.3 1.2
H 2.3905 4.0964 -3.9650 -0.2 -0.8 0.0
H 0.9655 3.0744 -3.5653 0.3 0.0 -0.3
H 1.5607 3.9956 -7.1396 -0.7 -0.5 -1.0
H 1.6012 4.9099 -5.7608 -0.5 -0.2 0.3
H 0.0724 4.0131 -5.9909 0.0 -0.1 -0.5
C -3.5877 6.3306 1.3993 0.6 -0.1 -1.7
C -2.1123 6.7740 1.1121 -2.1 1.0 -0.6
C -1.1210 5.9431 1.8440 0.8 -0.1 0.3
C 0.2929 6.3091 1.4289 1.0 -0.1 1.8
C 0.4938 5.9340 0.0150 0.3 -1.1 -2.2
C -0.5381 6.6128 -0.9435 -0.4 0.8 0.6
N -1.9375 6.5316 -0.3101 1.7 -0.7 -1.3
O -2.8801 7.2518 -1.1408 0.7 -0.1 0.8
C -0.0388 8.0481 -1.1883 0.1 0.8 -0.2
C -0.7129 5.8868 -2.2641 0.3 -1.5 0.6
C -1.9743 8.2416 1.4857 -0.6 0.6 0.8
H -4.2689 7.1789 1.2475 0.1 -0.4 -0.2
H -3.7010 6.0208 2.4081 -0.1 -0.5 0.9
H -3.8086 5.4919 0.6590 0.0 1.0 1.2
H -1.2529 6.0705 2.9146 -0.1 0.1 0.2
H -1.2325 4.8917 1.6078 -0.4 -0.4 0.0
H 0.9821 5.6881 2.0233 -0.1 0.1 0.0
H 0.5731 7.3422 1.7151 -0.3 -0.4 -0.5
H 0.3495 4.8248 -0.0440 0.0 0.7 -0.1
H 1.5568 6.0925 -0.3646 -1.3 0.1 0.4
H 0.3094 8.5129 -0.2655 0.3 -0.2 0.0
H 0.7802 8.1344 -1.9419 -0.5 -0.4 0.6
H -0.8181 8.7359 -1.5190 -0.3 -0.3 -0.2
H -1.2780 4.9580 -2.0315 0.6 0.1 -0.2
H -1.3751 6.4068 -2.9285 0.1 0.7 -0.6
H 0.2605 5.6300 -2.7287 -0.6 0.3 0.1
H -0.9880 8.6511 1.4061 0.7 -0.1 0.0
H -2.3026 8.4038 2.5321 0.1 -0.1 -0.5
H -2.5675 8.8780 0.8374 -0.4 -0.1 -0.1
H -3.1810 6.5441 -1.7193 -0.3 0.0 0.0
C 3.4596 -3.9495 4.0748 -1.0 -1.3 1.6
C 4.4549 -3.8535 5.2808 0.1 -0.8 0.1
C 5.7692 -4.5543 4.8706 0.2 -0.6 1.4
C 6.7516 -3.7364 4.0631 1.2 -0.3 0.4
C 7.0449 -2.4318 4.8158 -0.7 -1.4 1.7
C 5.7234 -1.6604 4.9734 0.0 -0.2 0.5
N 4.8233 -2.5292 5.7605 -1.4 1.7 0.0
O 3.5465 -1.7356 5.8508 1.2 -1.0 0.4
C 6.0220 -0.4121 5.8223 -0.2 0.4 -1.0
C 5.1719 -1.2739 3.6168 0.0 2.2 -1.0
C 3.8730 -4.5766 6.5435 0.2 -1.9 -1.1
H 3.9300 -4.0758 3.1129 0.3 0.1 -0.3
H 2.7841 -3.1062 4.0684 -0.1 0.3 -0.2
H 2.8020 -4.8707 4.2650 0.9 1.2 -0.4
H 6.2895 -4.9011 5.7915 -0.2 0.5 -0.3
H 5.5153 -5.5082 4.4289 -0.2 -0.1 -0.6
H 6.4225 -3.5154 3.0861 -0.8 0.3 -1.2
H 7.6390 -4.3667 3.8451 -0.2 0.4 0.5
H 7.8253 -1.7902 4.4370 0.2 0.0 -0.4
H 7.3049 -2.7432 5.8763 0.1 0.5 -1.1
H 6.4511 -0.6549 6.7994 -0.2 0.0 -0.1
H 6.7882 0.1026 5.2271 0.0 0.3 0.4
H 5.1483 0.2725 5.8989 0.6 -0.6 0.1
H 5.9612 -0.7408 3.0362 -0.1 -0.7 0.2
H 4.7917 -2.0788 3.0051 0.1 -0.3 0.0
H 4.3918 -0.4687 3.6044 0.4 -0.9 0.7
H 3.6386 -5.6663 6.2784 0.3 1.3 0.2
H 2.9254 -4.1573 6.8787 0.2 0.3 0.1
H 4.6296 -4.6586 7.3457 -0.5 0.5 -0.3
H 3.5764 -1.4459 6.7736 -0.1 0.0 -0.2
C -8.2446 -3.2285 1.3928 0.6 -1.3 1.2
C -6.8240 -2.8229 0.9469 -0.4 0.6 0.2
C -5.7917 -2.8992 2.0892 1.7 0.1 -0.9
C -4.3715 -2.5241 1.4606 -0.2 -2.3 0.9
C -4.0084 -3.4957 0.3459 1.2 -1.8 -0.8
C -5.0802 -3.6491 -0.7661 -0.3 0.3 0.7
N -6.3994 -3.8630 -0.0110 0.8 0.8 -1.9
O -7.3875 -3.8578 -1.0727 -0.6 -1.9 0.5
C -5.0210 -2.4421 -1.7045 0.4 0.0 -0.5
C -4.8196 -4.8827 -1.6361 -0.7 -0.9 0.4
C -6.9510 -1.3407 0.4290 1.2 -0.8 0.2
H -8.4485 -2.7981 2.3799 0.0 -0.1 -0.1
H -8.4114 -4.3510 1.4488 0.5 1.3 0.0
H -8.9718 -2.8480 0.7266 -0.7 0.4 -0.8
H -5.9885 -2.1631 2.8832 -0.3 -0.6 -0.1
H -5.7389 -3.9550 2.4032 -0.2 0.5 0.5
H -3.4933 -2.4326 2.1449 -1.0 -0.1 -0.1
H -4.5293 -1.6173 0.9992 0.1 2.3 -0.7
H -3.7287 -4.5252 0.7312 -0.7 0.9 0.0
H -3.0603 -3.2465 -0.1958 -0.6 0.4 0.5
H -4.8381 -1.5110 -1.1821 -0.1 0.1 -0.1
H -4.2221 -2.5702 -2.4580 0.2 -0.1 0.7
H -5.8739 -2.3695 -2.3669 -0.7 0.2 0.3
H -4.8754 -5.7413 -0.9325 0.0 0.1 -0.7
H -5.5555 -5.0210 -2.4918 0.8 0.3 1.2
H -3.8118 -4.8622 -2.0664 -0.1 0.1 0.1
H -5.9830 -0.8628 0.2826 -0.1 0.0 -0.1
H -7.4434 -0.7120 1.1399 -0.6 0.1 0.7
H -7.4732 -1.2668 -0.4972 -0.5 -0.2 -0.7
H -7.7269 -4.7917 -0.9944 0.3 1.5 -0.3
C -0.7699 -3.7541 -6.3398 0.4 0.6 2.2
C -2.0124 -2.8426 -6.0943 -1.1 -2.5 0.2
C -2.1479 -2.3230 -4.6501 -0.5 0.3 -0.4
C -1.1460 -1.1964 -4.2665 -0.8 -1.5 -0.2
C -1.2640 -0.0796 -5.2503 0.2 0.3 -1.0
C -1.2922 -0.5760 -6.7919 1.1 0.6 1.0
N -2.1975 -1.7163 -6.9578 0.0 1.1 0.1
O -2.1498 -2.0719 -8.3569 -0.2 0.1 0.8
C -1.8589 0.6550 -7.5273 0.2 0.3 -1.3
C 0.1444 -0.9088 -7.2836 1.2 1.4 -0.4
C -3.2634 -3.7923 -6.3444 0.1 -0.6 -1.1
H -0.6271 -4.0442 -7.3646 0.0 0.0 -0.4
H -0.8962 -4.6501 -5.6860 0.0 0.4 -0.7
H 0.1535 -3.2727 -5.9301 -0.6 -0.4 -0.6
H -3.2597 -2.0278 -4.6272 1.7 0.2 0.5
H -2.0177 -3.1423 -3.9413 -0.1 -0.3 -0.1
H -0.1044 -1.5749 -4.2334 -0.7 -0.1 0.0
H -1.4286 -0.9330 -3.2518 0.3 0.5 0.2
H -0.4438 0.6746 -5.0134 -1.0 -0.7 -0.9
H -2.2558 0.3758 -5.1772 0.1 0.3 0.5
H -2.9445 0.9070 -7.3435 1.2 -0.4 0.2
H -1.1774 1.4501 -7.2122 -0.5 0.4 0.1
H -1.7217 0.6520 -8.6468 -0.1 -0.4 0.9
H 0.7273 -1.5717 -6.6409 -0.4 0.0 0.1
H 0.2070 -1.3003 -8.3034 -0.5 -0.2 0.2
H 0.8073 0.0025 -7.3507 -0.9 -0.4 0.3
H -3.3253 -4.7623 -5.8031 0.4 0.9 0.5
H -3.1694 -4.1822 -7.3734 -0.1 0.5 0.1
H -4.2546 -3.2986 -6.2979 0.7 0.0 0.2
H -2.7574 -1.3829 -8.6356 -0.2 -0.2 -0.8
C 7.3411 0.1040 0.2504 0.6 -0.6 -0.9
C 7.6396 1.5444 -0.1524 0.3 -0.5 -1.5
C 6.7686 1.8542 -1.4006 -1.4 1.1 0.5
C 6.4758 3.4004 -1.5979 0.7 -1.8 0.1
C 5.9978 3.9696 -0.2752 -0.9 1.0 -0.5
C 6.9833 3.8089 0.8328 -0.5 -0.9 0.7
N 7.1143 2.2896 1.0107 1.3 2.2 -0.3
O 8.1518 2.0962 2.0012 -0.9 -0.1 0.8
C 8.2683 4.5487 0.5190 0.8 1.7 -1.5
C 6.3592 4.3574 2.1662 -0.9 0.5 -2.8
C 9.1450 1.7133 -0.5104 -0.5 -0.6 1.5
H 8.1513 -0.3120 0.8854 -0.8 0.2 -0.1
H 7.2795 -0.5103 -0.6762 0.0 0.3 0.7
H 6.3574 0.1891 0.7297 0.4 -0.7 0.1
H 7.0445 1.4300 -2.3691 0.9 -0.1 0.4
H 5.8408 1.3032 -1.2083 -0.4 0.4 0.1
H 5.7672 3.4946 -2.4091 -0.4 0.2 -0.1
H 7.4147 3.7998 -1.9855 -0.1 0.5 0.2
H 5.0767 3.4530 0.0048 -0.1 -0.1 0.0
H 5.7399 5.0494 -0.2637 0.1 -0.4 -0.6
H 8.2010 5.6736 0.7360 -0.1 -1.6 0.0
H 9.0693 4.1170 1.0948 0.4 0.1 0.3
H 8.5883 4.5377 -0.5902 -0.6 -0.2 1.8
H 5.3246 3.9973 2.2910 0.4 0.1 -0.1
H 6.9506 3.9772 2.9184 1.2 -0.3 2.1
H 6.3814 5.4668 2.1227 -0.1 -0.7 0.3
H 9.4425 0.9666 -1.2463 -0.2 0.2 -0.2
H 9.7392 1.5367 0.3942 0.0 -0.1 -0.2
H 9.3758 2.7136 -0.7900 0.2 0.5 -0.7
H 7.5973 2.0009 2.7921 0.5 -0.2 -0.1
C -1.6002 2.6789 4.7645 1.5 0.4 -0.5
C -2.8311 2.3013 5.5809 -0.8 0.3 0.6
C -3.6704 3.5352 5.9018 -1.9 -1.0 -1.0
C -4.3234 4.1263 4.6482 0.8 1.3 -0.1
C -5.1725 3.0589 4.0538 0.9 -0.4 -2.0
C -4.3897 1.7870 3.7218 -0.4 0.6 -2.0
N -3.7890 1.3561 4.9289 1.0 0.1 1.5
O -3.0459 0.1732 4.6874 -0.6 -1.4 0.5
C -5.4656 0.8176 3.2507 -0.2 0.9 -0.8
C -3.3340 1.8129 2.5661 -0.4 -0.3 -1.3
C -2.4180 1.6504 6.9130 -0.7 -0.3 -0.7
H -1.6991 3.3887 3.8937 -0.3 -1.0 0.9
H -1.1169 1.7586 4.4732 -0.1 -0.5 -0.9
H -0.7185 3.0619 5.3054 -0.8 0.5 0.8
H -4.5454 3.2020 6.5097 0.8 0.3 0.2
H -3.1004 4.2791 6.3657 0.9 1.0 1.1
H -3.5398 4.5405 3.9577 -0.7 -0.5 0.4
H -4.9353 4.9903 4.9467 0.1 -0.1 -0.1
H -5.7160 3.2308 3.1115 0.1 0.8 0.4
H -5.8660 2.7335 4.7800 -1.1 -0.2 0.9
H -6.0277 1.2154 2.3669 0.9 -0.2 0.3
H -4.9202 -0.0519 2.9557 -0.5 -1.2 0.1
H -6.2543 0.7554 3.9679 -0.3 -0.9 0.9
H -3.2646 2.7377 1.9185 0.2 -0.7 1.1
H -2.3919 1.4230 2.9601 -0.1 0.8 -0.4
H -3.5898 1.0065 1.8343 -0.1 0.6 0.3
H -3.3079 1.3222 7.4824 0.4 -0.3 -0.5
H -2.0365 2.4420 7.4935 1.0 0.9 0.9
H -1.6642 0.8672 6.7836 -0.3 0.1 0.2
H -3.5391 -0.4506 5.2610 0.7 0.2 -0.6
C -6.2944 4.2761 -0.9374 0.9 1.4 -0.2
C -5.5644 3.5731 -2.0995 0.0 0.2 -0.1
C -4.3183 2.8594 -1.5516 1.0 -0.3 -0.6
C -3.6607 1.7831 -2.4816 -1.5 0.1 -0.3
C -4.7694 0.8057 -2.9244 0.8 1.8 0.5
C -5.9627 1.5467 -3.5176 -1.3 -1.3 0.8
N -6.5533 2.5181 -2.5002 1.6 0.1 -1.3
O -7.6574 3.2166 -3.1088 -0.8 -0.5 0.0
C -5.6553 2.0031 -4.9273 -0.8 0.6 0.4
C -7.0400 0.5084 -3.6703 -1.0 0.0 1.6
C -5.1028 4.5901 -3.1711 -1.7 1.3 -1.2
H -5.5879 4.9826 -0.4091 -1.0 -0.1 -0.9
H -6.4146 3.5229 -0.2127 -0.7 -1.1 1.0
H -7.3062 4.7028 -1.2005 1.4 -0.2 0.2
H -3.5297 3.5847 -1.3100 -0.4 0.2 0.1
H -4.6416 2.4111 -0.6335 0.1 -0.6 0.7
H -2.8866 1.1976 -2.0050 0.2 0.2 0.4
H -3.2072 2.2086 -3.3917 -0.1 0.2 0.4
H -5.0523 0.1935 -2.0899 -0.4 -0.1 0.4
H -4.3643 0.1640 -3.6732 0.2 -0.7 -0.7
H -4.8658 2.7021 -4.8598 1.0 0.7 -0.6
H -5.4360 1.1556 -5.5628 0.4 -0.2 0.0
H -6.5206 2.4807 -5.3788 -0.1 0.3 0.1
H -6.7182 -0.2667 -4.3010 0.4 -1.1 -1.0
H -7.3504 0.0424 -2.7018 0.3 0.5 -0.6
H -7.8874 0.9980 -4.1044 -0.8 0.0 -0.4
H -5.1253 5.6090 -2.7441 0.6 -0.4 0.3
H -5.9212 4.7635 -3.9230 0.7 -0.6 0.4
H -4.1662 4.4568 -3.7545 -0.5 -0.3 0.7
H -8.5023 2.8317 -2.7544 1.5 0.3 -0.2
C 1.2613 -6.1137 1.2038 0.8 -0.4 -0.3
C 0.4733 -5.9066 -0.0733 0.8 0.5 0.0
C 0.1742 -4.4286 -0.1920 -2.7 0.8 1.7
C -0.3524 -4.0129 -1.5282 -0.6 0.4 0.0
C 0.6710 -4.3402 -2.5553 0.5 0.1 -1.6
C 0.9970 -5.8069 -2.5924 0.1 -1.7 0.9
N 1.4054 -6.1616 -1.1957 -0.3 -1.1 -0.1
O 1.7256 -7.5489 -1.1229 1.0 0.3 -0.2
C -0.1918 -6.6877 -3.0734 -1.0 2.5 0.6
C 2.2030 -6.0459 -3.5075 0.4 1.0 1.1
C -0.8086 -6.7293 0.0470 -0.3 -0.5 1.2
H 1.3933 -7.1782 1.4675 -0.1 0.5 -0.1
H 2.2445 -5.6438 1.0562 -0.2 -0.2 0.3
H 0.7071 -5.6027 1.9653 -0.1 0.2 0.8
H -0.6209 -4.1367 0.5871 1.0 -0.5 -0.8
H 0.9943 -3.7770 0.0215 1.0 0.0 0.3
H -1.2646 -4.5392 -1.7961 -0.3 -0.2 0.1
H -0.6810 -2.9690 -1.4701 0.4 0.1 -0.3
H 1.6516 -3.8341 -2.4742 -0.6 0.2 0.3
H 0.2869 -4.1848 -3.5610 0.0 0.7 -0.3
H -1.0884 -6.4434 -2.4769 0.4 -0.2 -0.3
H -0.0656 -7.7171 -3.0224 0.7 -1.9 0.3
H -0.4956 -6.4858 -4.0882 0.2 0.3 -0.6
H 3.0556 -5.3536 -3.2045 -1.1 -0.7 -0.5
H 1.8490 -5.8446 -4.5151 0.4 -0.1 -0.3
H 2.5581 -7.0569 -3.3627 0.0 -0.3 -0.3
H -1.3054 -6.6138 1.0527 1.0 -0.2 -0.7
H -1.5551 -6.3822 -0.5853 -1.4 0.8 -1.4
H -0.7503 -7.8027 -0.1812 0.4 0.2 0.3
H 0.8983 -8.0235 -1.1618 -0.6 -0.4 -0.1
C 3.4407 1.0507 1.4826 1.5 -1.6 -1.9
C 2.6475 0.0724 0.5992 0.2 -1.3 -0.4
C 2.2336 -1.1069 1.5231 -0.4 0.2 -0.1
C 1.0089 -0.7996 2.4299 -0.2 0.0 -1.4
C -0.1572 -0.2793 1.5675 1.1 0.9 0.9
C 0.2668 0.9654 0.7281 -2.6 0.5 0.8
N 1.4504 0.6481 -0.0124 0.5 -0.3 -0.6
O 1.8591 1.7493 -0.8488 -0.6 -0.3 0.9
C -0.9324 1.1981 -0.2835 1.8 1.6 1.3
C 0.3202 2.2729 1.5739 -0.3 -0.5 0.4
C 3.4665 -0.5578 -0.6177 1.1 0.5 2.8
H 3.4565 1.9646 0.9522 0.0 1.4 0.0
H 4.5071 0.7024 1.5597 -1.0 0.3 0.1
H 2.9780 1.0555 2.4251 -0.4 0.6 1.3
H 2.0718 -2.0022 0.8887 -0.2 0.3 0.5
H 3.0880 -1.2851 2.1716 0.1 -0.3 -0.2
H 1.2444 -0.0387 3.1856 0.1 -0.4 0.1
H 0.6299 -1.7238 2.8733 0.4 0.1 0.4
H -1.0096 -0.1042 2.2682 0.4 0.2 -0.9
H -0.4002 -1.0445 0.8626 -0.5 -0.7 -0.5
H -0.6249 2.0153 -0.9786 -0.5 -0.7 0.2
H -1.1842 0.2821 -0.7419 -0.2 -1.0 -1.0
H -1.7606 1.5297 0.3404 -0.2 0.1 -0.2
H 0.6547 3.0269 0.8618 0.0 0.3 0.4
H -0.6598 2.5393 2.0497 0.6 -0.3 -0.9
H 0.9773 2.2132 2.4422 0.5 0.0 -0.2
H 2.9669 -1.4121 -0.9906 -0.9 -0.8 -0.4
H 4.4527 -0.9343 -0.2330 -0.7 0.4 -0.3
H 3.6401 0.1289 -1.4119 0.2 0.7 -0.4
H 1.6390 1.3552 -1.7006 0.1 0.1 -0.5
C -1.7142 -3.2836 6.7846 0.2 2.5 -1.3
C -0.2316 -3.2895 6.4944 1.6 0.9 -0.5
C 0.3160 -1.8923 5.9245 1.2 -1.5 1.0
C 0.7889 -0.9243 6.9993 -0.3 -0.1 -1.6
N 1.2591 -0.0423 7.5761 -0.3 -0.6 0.2
H -2.3311 -3.0679 5.8568 0.7 -0.4 1.0
H -1.8386 -2.4026 7.4575 -0.5 -0.9 -0.1
H -1.9734 -4.2083 7.2110 -0.8 -1.0 0.7
H 0.0967 -4.1347 5.8223 -0.3 1.0 0.6
H 0.3248 -3.3372 7.4425 -0.2 -0.8 -0.2
H -0.4375 -1.4313 5.3198 -0.3 0.5 -0.4
H 1.2468 -2.1187 5.3272 -1.0 0.5 0.5
C 6.0949 -3.5583 0.0016 0.4 1.4 1.0
C 5.3868 -3.9523 -1.2350 0.7 0.6 -1.2
C 6.2409 -3.7566 -2.5124 -2.0 -0.3 -1.2
C 6.4834 -2.3429 -2.8857 0.2 -2.0 1.1
N 6.8189 -1.2610 -3.0029 0.0 1.3 -0.5
H 6.9994 -4.1542 0.1958 -0.2 0.3 -0.1
H 5.4231 -3.6787 0.8765 0.4 0.2 -0.4
H 6.3556 -2.4667 -0.1344 0.0 -1.1 0.7
H 4.5092 -3.3430 -1.3613 -0.7 0.0 0.1
H 5.1456 -4.9812 -1.2086 -0.6 -1.1 0.0
H 5.6316 -4.2258 -3.3496 0.9 0.5 0.8
H 7.1607 -4.3050 -2.4089 0.6 0.0 -0.2

***

Entry 2:
56
Properties=species:S:1:pos:R:3:forces:R:3 method="wB97M-V/def2-TZVPD" orbital_gap_ev=8.48 e_lumo_ev=0.69 de_lowest_kcal_mol=114.3 smiles="CCOc1cc(/C=N/NC(=O)CN2CCOCC2)ccc1OCc1ccccc1"
C -3.1116 -2.3853 -0.0015 -0.1 0.3 0.3
C -3.2006 -1.8071 1.4065 0.1 -0.5 -0.2
O -3.6158 -0.4563 1.4286 0.2 0.5 0.0
C -2.8006 0.5174 0.9100 -0.3 0.1 0.0
C -1.4442 0.3367 0.6857 0.2 0.2 -0.1
C -0.6276 1.3555 0.1945 -0.8 0.3 0.1
C -1.1990 2.5960 -0.0851 0.1 -0.2 0.1
C -2.5418 2.7902 0.1339 -0.2 -0.2 0.1
C -3.3666 1.7780 0.6300 0.4 -0.1 -0.1
O -4.6583 2.1664 0.8051 0.1 0.1 -0.1
C -5.6791 1.2553 1.1520 -0.5 -0.2 0.3
C -5.9624 0.2026 0.1100 0.0 0.1 0.0
C -5.5771 0.3777 -1.2112 0.0 0.1 0.1
C -5.8538 -0.5964 -2.1554 0.0 0.0 -0.1
C -6.5271 -1.7489 -1.7899 0.0 -0.1 -0.1
C -6.9222 -1.9249 -0.4732 -0.1 -0.1 0.0
C -6.6390 -0.9559 0.4715 0.0 0.1 0.0
H -6.9401 -1.0967 1.4996 0.0 0.0 0.1
H -7.4476 -2.8229 -0.1822 0.0 -0.1 0.0
H -6.7427 -2.5088 -2.5266 0.0 -0.1 -0.1
H -5.5430 -0.4527 -3.1798 0.0 0.0 -0.1
H -5.0561 1.2780 -1.5023 0.1 0.1 0.0
H -5.4685 0.7802 2.1163 -0.1 0.1 -0.2
H -6.5643 1.8941 1.2683 0.2 -0.1 0.0
H -3.0069 3.7419 -0.0715 -0.1 0.1 0.0
H -0.5760 3.3865 -0.4690 0.0 0.1 0.0
C 0.7837 1.0972 0.0043 0.8 -0.4 0.0
N 1.5431 2.0185 -0.4464 -0.5 0.1 0.0
N 2.8781 1.8555 -0.6333 0.2 0.2 -0.2
C 3.6996 0.7940 -0.3729 0.1 0.3 -0.1
O 3.3311 -0.2610 0.0873 -0.2 -0.2 0.1
C 5.1474 1.1205 -0.7445 0.2 -0.2 0.1
N 6.0534 0.0480 -0.4092 -0.2 0.2 -0.1
C 6.2138 -0.1233 1.0253 0.1 -0.3 0.2
C 7.0999 -1.3396 1.2838 -0.3 0.2 0.2
O 8.3615 -1.1997 0.6704 0.1 0.0 0.1
C 8.2105 -1.0164 -0.7158 0.0 0.2 -0.3
C 7.3569 0.2135 -1.0268 0.2 -0.2 0.0
H 7.2329 0.3039 -2.1086 0.0 0.0 0.0
H 7.8728 1.1163 -0.6505 0.0 0.0 -0.1
H 9.2165 -0.9009 -1.1236 -0.1 0.0 0.0
H 7.7316 -1.9017 -1.1601 0.1 0.1 0.0
H 7.2897 -1.4585 2.3517 -0.1 0.0 -0.1
H 6.5939 -2.2355 0.8966 0.0 0.0 0.1
H 5.2345 -0.2908 1.4715 0.1 0.0 0.0
H 6.6766 0.7711 1.4835 0.0 0.0 0.0
H 5.4290 2.0766 -0.2584 0.0 -0.1 -0.1
H 5.1829 1.2697 -1.8288 0.0 0.1 0.1
H 3.2923 2.6972 -1.0134 0.0 -0.3 0.1
H 1.1363 0.1038 0.2704 0.2 0.1 -0.1
H -0.9861 -0.6144 0.9075 0.0 -0.1 0.0
H -3.9804 -2.3259 1.9709 0.2 0.0 0.0
H -2.2511 -1.9315 1.9424 -0.1 0.0 0.0
H -2.3681 -1.8567 -0.5930 0.1 0.0 -0.1
H -4.0739 -2.2956 -0.4990 -0.1 0.0 -0.1
H -2.8365 -3.4350 0.0543 0.0 -0.1 0.0